# 1
15 unconnected molecules or ions with the total composition C4H38NO15. Source: OMol25; level of theory: ωB97M-V with the def2-TZVPD basis set.

```
58
Properties=species:S:1:pos:R:3
C 0.724 1.866 -4.329
C 0.353 1.526 -2.851
C -0.263 0.149 -2.759
C -0.194 -0.428 -1.341
O 0.461 -1.680 -1.304
N -0.601 2.450 -2.244
H 1.216 0.952 -4.784
H 1.317 2.778 -4.407
H -0.112 2.192 -4.921
H 1.358 1.605 -2.218
H 0.162 -0.493 -3.524
H -1.334 0.326 -2.995
H -1.215 -0.592 -0.993
H 0.151 0.460 -0.811
H -1.534 2.108 -2.158
H -0.584 3.452 -2.413
H -1.788 0.723 3.339
H -1.890 2.084 2.669
O -2.397 1.489 3.222
H 2.815 -2.020 -1.166
H 3.484 -1.570 0.199
O 3.395 -2.297 -0.451
H -0.551 3.219 1.823
H -0.849 4.115 3.039
O -1.188 3.865 2.180
H 0.137 -2.106 -0.494
H 0.059 0.008 1.207
O 0.427 -0.895 1.325
H -0.993 -2.597 1.439
H -1.639 -1.449 2.343
O -1.590 -2.386 2.152
H 1.142 1.654 1.400
H 0.263 2.392 0.361
O 0.177 1.825 1.151
H 0.271 -2.609 3.162
H -0.980 -3.079 3.802
O -0.032 -2.820 4.053
H 2.680 0.707 2.414
H 1.464 -0.498 1.244
O 2.380 0.692 1.507
H -3.522 1.671 0.968
H -3.038 3.216 0.958
O -3.439 2.465 0.440
H 1.983 -4.447 0.331
H 0.988 -3.145 0.478
O 1.096 -4.096 0.339
H 0.472 -3.107 -2.415
H 1.032 -4.580 -2.627
O 0.963 -3.694 -3.001
H -2.946 -0.776 -1.134
H -3.876 0.468 -0.956
O -3.628 -0.242 -1.547
H -0.704 -1.086 4.366
H 0.020 -0.394 3.203
O -0.575 -0.199 3.968
H 3.174 1.116 -1.056
H 3.365 0.791 0.318
O 3.936 0.920 -0.503
```

Output
- HOMO-LUMO gap (eV) = 9.55
- net charge = -1
- energy above the lowest of the compared OMol25 structures with the same formula, charge and spin (kcal/mol) = 74.83
- 2S+1 = 1
- E_HOMO (eV) = -6.96

# 2
A molecular structure, C4H38NO15. Source: OMol25; level of theory: ωB97M-V with the def2-TZVPD basis set.

```
58
Properties=species:S:1:pos:R:3
C -0.511 1.584 2.305
C -0.025 1.293 0.917
C 1.498 0.809 1.038
N -0.842 0.386 0.114
C -1.502 -0.725 0.827
O -0.725 -1.829 1.182
H -0.601 0.695 2.928
H -0.042 2.383 2.861
H -1.523 2.021 2.364
H 0.047 2.203 0.327
H 1.534 0.191 1.934
H 1.876 0.213 0.217
H 2.068 1.661 1.364
H -0.301 0.087 -0.669
H -1.884 -0.443 1.810
H -2.334 -0.989 0.156
H 1.976 3.490 -1.712
H 2.094 2.495 -2.862
O 2.360 3.387 -2.576
H -1.262 -3.008 2.900
H -0.146 -2.724 3.831
O -0.936 -3.314 3.779
H -0.018 1.226 -3.302
H 0.966 0.170 -2.827
O 0.873 1.141 -2.973
H -0.970 4.776 -1.378
H -1.066 3.638 -0.365
O -1.607 4.243 -0.887
H -2.043 -1.619 -2.300
H -3.189 -1.428 -3.348
O -2.590 -2.107 -2.924
H -3.610 0.782 -3.298
H -3.294 0.731 -4.792
O -3.824 0.297 -4.097
H 1.493 -1.887 -3.082
H 1.171 -1.835 -1.529
O 0.827 -1.560 -2.436
H 1.825 -1.948 3.014
H 0.460 -1.567 2.287
O 1.048 -1.418 3.097
H 1.038 -3.663 -0.176
H 0.273 -2.304 0.568
O 1.196 -2.695 -0.050
H 1.077 2.191 5.176
H 1.367 1.166 4.024
O 1.779 1.741 4.700
H 2.577 -2.891 1.092
H 3.712 -1.844 1.068
O 3.390 -2.597 1.584
H -2.181 2.687 -1.651
H -2.177 1.157 -1.088
O -2.229 1.730 -1.881
H -0.070 -3.125 -2.703
H -1.002 -3.308 -3.830
O -0.383 -3.836 -3.280
H 2.742 3.532 2.311
H 1.710 2.687 2.889
O 1.789 3.529 2.446
```

Output
- HOMO-LUMO gap (eV) = 8.58
- net charge = -1
- energy above the lowest of the compared OMol25 structures with the same formula, charge and spin (kcal/mol) = 49.79
- 2S+1 = 1
- E_HOMO (eV) = -6.31

# 3
15 unconnected molecules or ions with the total composition C4H38NO16. Source: OMol25; level of theory: ωB97M-V with the def2-TZVPD basis set.

```
59
Properties=species:S:1:pos:R:3
C 0.806 0.144 0.763
C 0.046 1.445 1.065
C 0.787 2.680 0.556
O 0.925 2.703 -0.854
N 0.215 -1.047 1.389
C -1.148 -1.334 0.940
O -1.320 -1.557 -0.433
H 0.861 0.019 -0.318
H 1.810 0.273 1.147
H -0.951 1.382 0.621
H -0.136 1.517 2.139
H 0.233 3.592 0.811
H 1.799 2.708 0.994
H 1.462 1.959 -1.190
H 0.798 -1.851 1.191
H -1.440 -2.288 1.426
H -1.748 -0.480 1.262
H -2.474 2.791 -0.516
H -3.936 3.062 0.021
O -3.078 2.728 0.282
H -1.361 -0.077 -3.064
H -2.795 0.188 -2.617
O -2.142 0.492 -3.272
H -0.995 -0.352 3.451
H -2.043 0.731 3.592
O -1.290 0.322 4.087
H -0.501 -1.016 -1.490
H 0.095 -1.899 -2.711
O 0.029 -0.953 -2.497
H 3.298 -2.563 -0.635
H 3.379 -4.016 -0.097
O 2.764 -3.288 -0.220
H -4.316 -0.535 0.428
H -4.504 -1.584 1.518
O -4.761 -0.682 1.304
H 4.719 -0.766 -0.529
H 3.660 -0.764 -1.764
O 4.341 -1.294 -1.272
H -2.613 -0.833 -0.796
H -3.187 0.664 -0.735
O -3.438 -0.232 -1.011
H -0.443 -2.926 -1.113
H 1.030 -3.394 -0.999
O 0.242 -3.493 -1.552
H -1.714 2.060 -2.550
H -0.666 2.753 -1.614
O -1.589 2.840 -1.949
H 5.467 1.119 0.739
H 4.969 0.022 1.709
O 5.362 0.163 0.813
H -3.065 1.809 1.793
H -3.884 0.569 2.199
O -3.290 1.255 2.578
H 3.580 -0.928 2.795
H 3.594 0.268 3.732
O 4.194 -0.291 3.199
H 2.564 0.150 -3.583
H 1.470 -0.320 -2.580
O 2.416 0.112 -2.629
```

Output
- HOMO-LUMO gap (eV) = 8.67
- net charge = -1
- energy above the lowest of the compared OMol25 structures with the same formula, charge and spin (kcal/mol) = 0.00
- 2S+1 = 1
- E_HOMO (eV) = -6.43

# 4
15 unconnected molecules or ions with the total composition C4H38NO16. Source: OMol25; level of theory: ωB97M-V with the def2-TZVPD basis set.

```
59
Properties=species:S:1:pos:R:3
O 1.190 -2.400 -1.195
C 0.754 -1.702 -0.302
O 1.179 -1.787 1.037
C -0.337 -0.738 -0.539
C 0.399 0.580 -0.940
C -0.244 1.976 -0.466
N -1.142 -0.570 0.685
H 2.201 -2.054 0.999
H -1.041 -0.966 -1.369
H 0.508 0.585 -2.073
H 1.380 0.564 -0.438
H -0.445 1.824 0.573
H -1.117 2.337 -1.057
H 0.512 2.752 -0.555
H -1.636 -1.545 1.016
H -1.907 0.112 0.575
H -0.561 -0.386 1.547
H -0.536 0.893 3.623
H 0.816 0.457 3.762
O -0.041 0.182 3.541
H -3.896 0.901 -2.264
H -3.205 1.666 -1.108
O -3.006 0.976 -1.732
H -0.183 -1.760 3.405
H 0.032 -3.167 3.769
O -0.476 -2.632 3.237
H 0.441 3.395 -3.699
H 0.274 1.854 -3.543
O 0.996 2.624 -3.456
H -1.529 3.383 3.379
H -0.329 3.069 2.555
O -1.068 2.585 3.079
H 3.591 1.405 -0.974
H 2.721 2.658 -1.626
O 2.994 2.220 -0.782
H -2.328 2.476 1.619
H -3.549 1.538 1.357
O -2.722 1.839 1.027
H 4.277 -1.499 0.623
H 3.482 -0.269 0.877
O 3.381 -1.084 0.372
H 1.767 2.498 0.484
H 2.402 3.718 1.082
O 1.750 3.021 1.324
H -1.131 -2.254 -2.924
H 0.336 -1.987 -3.287
O -0.495 -2.085 -3.668
H 2.124 1.458 1.695
H 1.476 0.060 1.591
O 2.153 0.562 2.015
H -3.505 -2.439 -1.440
H -2.212 -3.082 -1.072
O -2.557 -2.253 -1.284
H -0.911 0.185 -3.669
H -1.876 1.086 -3.010
O -1.188 1.094 -3.689
H -0.026 -4.097 0.809
H -1.047 -3.263 1.563
O -0.945 -3.964 0.911
```

Output
- HOMO-LUMO gap (spin up / spin down) (eV) = 2.47 / 10.61
- expectation value of S² = 0.75
- net charge = 0
- energy above the lowest of the compared OMol25 structures with the same formula, charge and spin (kcal/mol) = 0.00
- 2S+1 = 2
- E_HOMO (spin up / spin down) (eV) = -2.64 / -10.88

| no. | maximum force (eV/A) | total energy (a.u.) |
| --- | --- | --- |
| 1 | 2.28 | -1358.58924 |
| 2 | 2.68 | -1358.62915 |
| 3 | 1.63 | -1433.96231 |
| 4 | 6.97 | -1433.64262 |